Density functional theory data (ωB97M-V with the def2-TZVPD basis set) for an isolated ion of composition C6H6Cl2PS and charge +1 at a distorted geometry.

As for the multiplicity: 1. Its charge is +1. As for the energy above the lowest of the compared OMol25 structures with the same formula, charge and spin: 0.0 kJ/mol. The HOMO energy comes out at -13.5 eV. The calculation puts the orbital gap at 9.14 eV. Its LUMO energy is -0.1590 Eh.

```
16
Properties=species:S:1:pos:R:3:forces:R:3:mulliken_charge:R:1
C 2.418 -0.062 -0.366 -1.4 1.8 -0.1 -0.415
C 1.761 -0.985 0.460 3.4 -1.7 1.2 -0.495
C 1.626 0.816 -1.081 -1.7 -1.0 0.7 -0.438
C 0.402 -1.018 0.558 -0.1 -1.3 -0.1 -0.458
C 0.211 0.751 -1.007 2.8 1.4 -0.2 -0.448
C -0.346 -0.084 -0.140 -2.1 -1.5 1.2 0.809
P -2.150 -0.050 0.073 1.7 0.1 1.1 0.889
S -2.830 -0.450 1.984 -0.3 1.7 -0.1 -0.164
Cl -2.724 1.736 -0.463 -0.6 0.2 -0.3 -0.119
Cl -2.774 -1.499 -1.026 -0.8 -0.7 -0.8 -0.070
H 3.422 0.330 -0.394 0.7 -1.3 0.5 0.352
H 2.459 -1.707 1.079 -1.9 1.3 -1.3 0.269
H 2.064 1.671 -1.490 0.6 1.0 -1.2 0.386
H -0.068 -1.896 0.983 0.0 0.3 0.7 0.269
H -0.361 1.523 -1.397 -0.8 1.3 -1.2 0.393
H -3.111 0.924 2.228 0.4 -1.6 -0.2 0.238
```
Positions in Å, forces in eV/Å.


Density functional theory data (ωB97M-V with the def2-TZVPD basis set) for C17H31Cl3O2P2Pb as an isolated structure at a distorted geometry.

As for the multiplicity: 1. Its charge is +2. The HOMO energy (alpha / beta) comes out at -12.5 / -12.5 eV. The calculation puts the orbital gap (alpha / beta) at 5.17 / 5.16 eV. Its LUMO energy (alpha / beta) is -0.2695 / -0.2695 Eh.

```
56
Properties=species:S:1:pos:R:3:forces:R:3:mulliken_charge:R:1
P 0.476 1.276 2.188 -0.4 1.0 -1.1 0.406
P -0.560 -2.451 0.134 -0.4 -0.4 1.8 1.151
C 0.756 0.197 0.702 1.2 0.2 -1.0 -0.092
C -0.382 -0.671 0.026 0.8 1.0 0.2 0.550
H 1.638 -0.442 0.914 -0.5 0.4 0.1 0.381
H 1.087 0.908 -0.066 -0.1 -0.7 -0.3 -0.507
H -1.297 -0.060 -0.101 0.0 -0.6 -0.1 1.149
H -0.097 -0.625 -1.029 0.2 0.0 -0.6 -2.135
C 0.986 -3.292 -0.009 0.5 0.7 -0.6 -1.297
H 1.049 -4.139 0.684 0.0 0.2 -0.3 0.470
H 1.775 -2.532 0.165 -0.2 -0.7 -0.1 0.425
H 1.013 -3.621 -1.062 0.4 -0.1 0.5 0.473
C -1.741 -3.040 -1.047 -0.3 0.2 -0.7 -1.398
H -1.157 -3.161 -1.968 -0.1 -0.1 0.0 0.484
H -2.521 -2.306 -1.297 0.1 -0.2 0.4 0.395
H -2.186 -4.019 -0.818 0.2 0.3 0.2 0.412
C 1.993 2.109 2.688 0.3 0.5 -0.6 -1.237
H 1.981 2.250 3.776 0.1 -0.2 -0.2 0.395
H 2.036 3.103 2.213 0.3 -0.3 0.1 0.454
H 2.851 1.502 2.395 0.1 0.2 0.2 0.382
C -0.640 2.670 1.823 0.8 1.1 -0.9 -1.386
H -1.546 2.410 1.256 0.1 0.1 0.1 0.606
H -0.064 3.407 1.246 -0.5 0.1 0.1 0.314
H -0.932 3.197 2.745 0.0 -0.5 -0.1 0.354
Pb -2.218 -0.146 2.062 -0.1 0.2 1.4 0.897
C -0.543 0.630 -3.017 0.3 -0.2 0.1 -0.079
C 0.680 0.080 -2.955 -0.7 0.0 -0.5 -0.370
C 1.927 0.843 -3.235 0.8 0.2 -0.1 -1.128
C 2.053 2.273 -2.609 0.4 -0.3 -0.4 -1.145
C 1.240 2.616 -1.404 -0.6 0.8 0.8 -0.213
C -0.028 3.066 -1.412 1.0 0.1 -0.4 -0.114
C -0.812 3.207 -2.671 -0.6 0.3 -0.2 -1.197
C -0.804 1.983 -3.618 -0.1 0.2 -0.2 -0.831
C -0.527 -0.541 3.493 -1.7 -0.8 4.0 -1.237
H -1.448 0.106 -2.685 0.3 -0.2 -0.4 0.524
H 0.831 -1.001 -2.869 -0.3 0.1 0.5 0.612
H 2.074 0.968 -4.320 0.0 -0.2 0.2 0.400
H 2.788 0.246 -2.884 -0.4 0.2 -0.2 0.346
H 3.097 2.336 -2.279 -0.2 0.3 -0.4 0.394
H 1.897 3.021 -3.407 0.0 -0.2 0.4 0.351
H 1.834 2.650 -0.474 -0.5 0.1 -0.3 0.858
H -0.514 3.520 -0.555 0.3 -0.3 0.0 0.457
H -0.415 4.061 -3.251 -0.3 -0.2 0.3 0.324
H -1.858 3.457 -2.407 0.5 0.0 -0.2 0.351
H -1.820 1.922 -4.033 0.4 0.1 -0.3 0.456
H -0.079 2.170 -4.437 -0.5 -0.3 0.4 0.344
H -1.117 -1.056 4.278 0.7 -0.6 0.0 0.444
H -0.123 0.382 3.985 -1.0 -1.7 -0.1 0.449
H 0.301 -1.184 3.208 0.0 0.1 -0.3 0.348
Cl -2.521 -5.658 3.893 0.0 0.0 0.0 -0.029
C -1.733 -4.124 3.711 0.1 0.8 -0.4 0.649
Cl -2.934 -2.807 4.018 -0.1 -0.3 -0.2 -0.122
Cl -0.391 -3.952 4.857 -0.1 0.0 -0.6 -0.042
C -1.230 -4.005 2.208 -0.3 -2.2 0.0 0.023
O -1.044 -5.001 1.558 0.0 1.8 0.5 -0.463
O -1.080 -2.734 1.695 -0.2 0.2 -0.5 -0.010
```
Positions in Å, forces in eV/Å.


Density functional theory data (ωB97M-V with the def2-TZVPD basis set) for a 2-piece molecular cluster, C6H9N2O2 overall at a distorted geometry.

As for the multiplicity: 2. Its expectation value of S² is 0.76. As for the energy above the lowest of the compared OMol25 structures with the same formula, charge and spin: 92.8 kJ/mol. The HOMO energy (alpha / beta) comes out at -8.3 / -8.3 eV. The calculation puts the orbital gap (alpha / beta) at 8.86 / 4.68 eV. Its LUMO energy (alpha / beta) is 0.0194 / -0.1340 Eh.

```
19
Properties=species:S:1:pos:R:3:forces:R:3:lowdin_spin:R:1
C 1.517 2.756 0.812 -0.7 0.0 0.4 0.000
C -1.364 2.228 -1.275 1.0 0.8 0.5 0.000
C 0.298 2.253 0.084 1.0 -0.3 -0.2 0.001
C 0.036 0.939 -0.183 -0.4 -1.0 0.2 0.005
N -0.553 3.051 -0.628 -0.6 -0.2 -0.2 0.001
N -1.020 0.931 -1.052 -1.1 1.1 -0.5 0.000
H -2.151 2.583 -1.916 -0.1 -0.3 -0.1 0.000
H -1.570 0.178 -1.418 0.3 -0.4 0.1 0.000
H 0.359 -0.026 0.190 0.4 0.7 0.0 0.004
H 1.291 3.351 1.696 -0.3 0.2 0.0 0.000
H 2.100 3.399 0.155 0.2 -0.2 0.0 0.000
H 2.075 1.903 1.197 0.3 0.1 -0.3 0.000
C -0.578 -3.664 1.348 0.6 -0.7 0.6 0.274
C 0.363 -2.711 0.302 -0.1 -0.1 -0.7 0.104
O 0.203 -3.105 -0.836 -0.1 -0.1 0.4 0.270
O 0.935 -1.843 0.925 0.1 -0.2 0.6 0.312
H -0.093 -4.638 1.381 0.0 0.0 -0.7 0.011
H -1.548 -3.689 0.870 -0.1 0.1 0.2 0.012
H -0.493 -3.332 2.377 -0.4 0.8 -0.3 0.007
```
Positions in Å, forces in eV/Å.


Density functional theory data (ωB97M-V with the def2-TZVPD basis set) for a single C6H16N2 molecule at a distorted geometry.

As for the multiplicity: 1. As for the energy above the lowest of the compared OMol25 structures with the same formula, charge and spin: 245.7 kJ/mol. The structure (SMILES) is CCC[C@H](C)NCN. The HOMO energy comes out at -8.8 eV. The calculation puts the orbital gap at 9.88 eV. Its LUMO energy is 0.0409 Eh.

```
24
Properties=species:S:1:pos:R:3:forces:R:3:mulliken_charge:R:1
C 2.304 -1.398 -1.115 -1.3 3.9 1.5 -1.053
C 0.754 -1.104 -1.434 3.0 0.3 0.6 -0.446
C -0.202 -1.453 -0.343 -0.8 -0.3 1.9 -1.460
C -0.551 -0.280 0.676 -0.5 -0.6 -3.6 0.211
C -1.544 -0.856 1.695 1.5 2.2 1.1 -1.145
N -1.060 0.851 -0.180 2.5 2.1 2.9 -0.305
C -0.859 2.216 0.561 0.4 -0.6 -1.4 -0.352
N 0.172 3.061 -0.106 0.3 1.3 2.1 -0.595
H 2.389 -1.639 -0.049 0.4 -0.6 -0.4 0.320
H 2.749 -2.031 -1.823 0.5 -1.3 -0.5 0.348
H 2.835 -0.393 -1.207 -0.4 -1.3 0.1 0.210
H 0.660 -0.055 -1.693 -0.2 0.2 0.2 0.259
H 0.750 -1.594 -2.362 -1.5 -1.1 -1.2 0.418
H 0.090 -2.258 0.386 0.4 0.3 -1.1 0.451
H -1.164 -1.781 -0.702 -0.5 -0.2 -0.5 0.497
H 0.439 -0.081 1.063 -0.1 1.0 0.4 0.465
H -0.902 -0.888 2.665 -2.0 0.1 -1.1 0.236
H -2.487 -0.198 1.656 1.4 -1.3 0.7 0.326
H -1.671 -1.850 1.356 -1.0 -1.1 0.2 0.390
H -1.962 0.739 -0.608 -0.4 -0.2 0.4 0.233
H -0.491 2.060 1.627 -1.3 0.1 -1.1 0.304
H -1.771 2.824 0.378 0.1 -0.8 1.1 0.246
H 0.972 3.479 0.434 -1.5 -1.0 -0.3 0.223
H 0.550 2.628 -0.877 0.8 -1.3 -2.0 0.217
```
Positions in Å, forces in eV/Å.